[1]
The following is a DFT calculation (wB97M-V/def2-TZVPD) of a molecular structure, C38H63AsIrN4O7SSi in a non-equilibrium geometry.

The geometry in XYZ format:
```
116
C38H63AsIrN4O7SSi (wB97M-V/def2-TZVPD)
Ir -0.512 -0.451 -0.029
As -2.620 1.383 -2.046
S -1.170 -1.654 -2.340
Si -1.199 -3.538 -3.303
O -0.503 0.999 2.204
O 0.113 -3.859 -4.213
O -1.323 -4.755 -2.231
O -1.242 1.280 -1.145
O 0.178 -2.000 1.037
O 0.908 2.231 0.091
O -2.449 -3.544 -4.375
N 0.789 0.430 3.982
N -1.207 1.620 4.283
N 2.202 -1.397 -0.986
N 1.569 -0.258 -0.712
C -0.139 -2.666 -6.314
C -1.417 -6.172 -2.458
C -3.835 -3.225 -4.298
C 3.129 0.689 -2.314
C -0.782 2.299 5.493
C 0.298 3.484 0.315
C 3.965 -3.377 -1.741
C 3.709 1.790 -2.910
C 2.150 0.829 -1.315
C 2.363 3.238 -1.536
C -3.401 3.116 -1.637
C -4.411 -3.527 -2.913
C 0.899 -4.210 1.040
C -2.312 -6.490 -3.655
C -2.026 -6.754 -1.187
C -0.025 -6.745 -2.698
C 1.791 -4.189 -5.827
C 0.717 -0.317 5.226
C -4.536 -4.076 -5.354
C 3.327 3.067 -2.523
C 1.751 -5.195 0.640
C 0.984 -2.896 0.544
C -2.417 2.187 3.708
C 2.761 -4.943 -0.335
C 2.007 -2.576 -0.439
C -2.128 1.472 -3.915
C -2.379 -0.690 0.714
C 1.783 2.141 -0.922
C 4.584 -5.697 -1.736
C 2.912 -3.635 -0.849
C 1.610 -1.997 -4.645
C -4.088 0.149 -1.809
C 1.820 -0.022 3.056
C 3.607 -5.961 -0.807
C -4.019 -1.745 -4.637
C -0.316 1.012 3.417
C 4.780 -4.389 -2.192
C 0.826 -3.163 -5.240
H 3.389 -0.309 -2.631
H 0.111 -4.408 1.756
H -4.836 0.345 -2.578
H 1.015 4.213 0.704
H 0.933 -1.278 -4.185
H -2.306 3.266 3.548
H 1.661 -6.187 1.067
H -0.088 -7.809 -2.931
H -3.707 -0.864 -1.890
H -1.451 0.640 -4.101
H -2.656 -0.272 1.680
H -3.003 -6.304 -1.004
H 5.570 -4.176 -2.900
H 3.777 3.938 -2.983
H -5.452 -3.205 -2.858
H 1.814 0.614 2.174
H 0.584 -6.609 -1.810
H 0.449 -6.215 -3.525
H 0.203 1.973 5.809
H -3.831 -3.010 -2.147
H -2.148 -7.834 -1.283
H -0.157 3.868 -0.601
H -1.496 2.109 6.297
H -0.742 3.381 5.323
H -0.717 -3.502 -6.712
H -0.283 -0.260 5.649
H 1.441 0.053 5.956
H -2.429 -7.571 -3.755
H 2.283 -2.366 -3.872
H -0.838 -1.948 -5.882
H 1.648 -1.053 2.732
H -1.384 -6.537 -0.332
H -3.296 -6.044 -3.515
H 2.078 4.236 -1.236
H -5.599 -3.830 -5.393
H -4.089 -3.892 -6.332
H 3.473 -6.969 -0.434
H -2.618 1.715 2.753
H -2.998 1.412 -4.567
H -1.600 2.412 -4.076
H -5.075 -1.468 -4.600
H -3.256 2.022 4.386
H -2.911 -1.617 0.496
H -3.633 -1.543 -5.638
H 0.939 -1.370 5.031
H -2.670 3.890 -1.864
H 2.792 0.044 3.547
H -3.455 -1.152 -3.921
H -4.427 -5.137 -5.125
H -4.311 3.289 -2.210
H 0.412 -2.189 -7.126
H -0.477 3.300 1.052
H -4.362 -4.596 -2.698
H 2.420 -3.732 -6.592
H -3.622 3.144 -0.571
H 4.127 -2.361 -2.066
H 1.233 -5.015 -6.274
H -4.512 0.301 -0.819
H 2.427 -4.587 -5.034
H -1.881 -6.093 -4.575
H 2.194 -1.496 -5.421
H 5.204 -6.498 -2.119
H 4.452 1.653 -3.685
```

Results
**Multiplicity**: 6
**⟨S²⟩**: 8.803
**Energy relative to the best compared isomer or geometry (same formula, charge and spin)**: 3.2 kcal per mole
**Kohn-Sham gap (spin up / spin down)**: 6.24 / 5.30 eV

***

[2]
The following is a DFT calculation (wB97M-V/def2-TZVPD) of 9 unconnected molecules or ions with the total composition C38H63BrI2N2O38PS8 in a non-equilibrium geometry.

The geometry in XYZ format:
```
153
C38H63BrI2N2O38PS8 (wB97M-V/def2-TZVPD)
I 5.124 -0.627 2.022
I -3.152 -2.825 -4.156
Br -3.075 2.683 -2.039
S 4.244 -5.916 2.685
S -6.617 1.128 1.426
S 1.767 -2.577 2.702
S -8.534 2.737 -1.924
S 0.229 5.301 3.750
S 2.431 4.888 -6.270
S -6.097 -4.381 -1.621
S 8.144 2.035 3.302
P -2.219 0.375 0.867
O -8.071 3.408 -0.765
O -0.753 1.776 -3.119
O 4.025 -4.519 2.850
O -7.262 2.422 -2.854
O 8.519 1.261 1.944
O -6.646 -3.036 -2.293
O 1.265 -1.256 2.863
O 8.825 3.442 2.933
O -1.686 -0.205 2.278
O -5.353 0.862 0.826
O 6.738 2.223 3.341
O -3.663 -0.191 0.490
O 1.351 3.862 -5.667
O -7.507 -5.020 -1.231
O 0.605 6.265 4.983
O -7.149 2.540 0.888
O 1.285 -0.546 -2.392
O 1.323 4.414 3.491
O -9.250 3.795 -2.905
O -1.096 4.829 3.944
O 3.237 -6.772 2.168
O -6.389 1.543 2.961
O 2.886 -2.844 3.804
O -7.679 0.184 1.377
O 3.100 -0.841 -3.661
O 2.219 -3.063 1.445
O -5.493 -5.187 -2.619
O 2.915 4.380 -7.500
O 0.660 -3.598 3.257
O -5.413 -4.027 -0.422
O 4.764 -6.506 4.084
O 0.210 6.435 2.604
O -2.309 1.826 0.958
O -9.348 1.579 -1.846
O 3.569 4.672 -5.152
O 1.913 6.201 -6.144
O 5.589 -6.144 1.846
O 8.862 1.441 4.368
N 2.708 2.871 2.816
N -0.708 -1.625 -0.329
C 1.031 -3.238 -4.328
C 0.503 0.338 -0.179
C 0.176 7.730 3.215
C -1.610 0.011 -1.818
C -8.320 4.218 -3.908
C 1.783 1.914 2.210
C 0.866 1.829 -0.227
C -1.928 -3.407 -2.474
C -7.502 3.362 2.005
C -8.072 -3.110 -2.445
C 9.609 3.311 1.742
C 1.226 -4.413 4.296
C 0.491 -1.943 -0.635
C 1.403 -5.584 -3.826
C 3.002 4.000 -4.023
C 0.850 2.538 1.142
C -7.442 3.009 -4.148
C 4.571 0.725 0.446
C -8.529 -4.012 -1.321
C 0.958 7.566 4.501
C -2.626 -3.040 -1.149
C 1.901 -2.825 -3.316
C -1.672 -2.689 0.004
C 6.676 -6.407 2.746
C 8.934 2.209 0.954
C -0.944 -0.126 -0.406
C 1.938 3.099 -4.609
C -6.535 2.960 3.101
C 0.786 -4.580 -4.576
C 2.261 -5.171 -2.805
C 6.039 -7.143 3.904
C 2.157 -1.352 -3.127
C 3.880 0.060 -0.751
C -1.648 1.432 -2.402
C 2.509 -3.828 -2.556
C 2.300 -3.541 4.912
C 2.754 -0.911 -0.333
C 1.382 -0.695 -0.978
H 3.089 -1.930 -0.556
H -8.535 3.135 2.281
H -2.245 -2.485 0.914
H 3.767 3.447 -3.483
H -5.555 3.421 2.954
H 3.213 -3.573 -1.765
H -0.147 2.656 1.576
H 0.269 2.428 -0.922
H 9.634 4.253 1.199
H 3.087 3.519 2.133
H 0.535 -2.513 -4.977
H -7.421 4.413 1.743
H 4.647 -0.516 -1.287
H 0.852 -2.971 -0.641
H 2.600 -0.875 0.745
H 0.130 -4.902 -5.385
H -7.941 2.278 -4.789
H 5.864 -8.193 3.663
H -8.513 -2.118 -2.386
H 1.867 -2.801 5.589
H -8.844 4.539 -4.804
H -6.481 3.273 -4.582
H -7.743 5.055 -3.506
H 7.448 -6.992 2.253
H -3.181 -3.931 -0.836
H 3.972 1.577 0.783
H 1.138 1.507 3.006
H 2.565 4.755 -3.363
H -6.905 3.206 4.093
H -2.109 -1.043 2.518
H -3.705 -1.160 0.482
H -1.132 -0.611 -2.581
H 9.600 1.743 0.233
H -0.965 -2.921 -2.645
H -1.818 -4.493 -2.519
H 6.628 -7.075 4.815
H 5.510 1.153 0.074
H -0.868 7.984 3.415
H 2.331 1.037 1.815
H -3.384 -2.273 -1.345
H -1.089 -3.594 0.221
H 10.624 3.031 2.029
H 7.094 -5.449 3.063
H -2.651 -0.339 -1.775
H 1.185 2.818 -3.878
H 2.035 7.581 4.317
H 1.236 -6.637 -4.036
H -8.289 -3.546 -3.422
H 2.768 -5.938 -2.221
H 1.221 3.561 0.960
H 1.901 1.887 -0.597
H 8.042 2.577 0.440
H -9.497 -4.465 -1.515
H 1.645 -5.309 3.840
H 0.689 -0.015 0.851
H 3.513 0.813 -1.460
H 2.379 2.196 -5.040
H 3.057 -4.116 5.440
H -8.563 -3.478 -0.369
H 0.461 -4.700 5.014
H 0.707 8.324 5.239
H 0.609 8.476 2.555
H 3.475 2.345 3.230
```

Results
**Multiplicity**: 1
**Total charge**: +1
**Kohn-Sham gap**: 6.68 eV